1.
# C3H7N2S2

The ion C3H7N2S2 with charge +1 (wB97M-V/def2-TZVPD, the Open Molecules 2025 dataset).

LUMO	-5.87	eV
total charge	+1
HOMO energy	-11.876	eV
gap between HOMO and LUMO	6.00	eV

```
14
C3H7N2S2 | the Open Molecules 2025 dataset | wB97M-V/def2-TZVPD
C -0.040 -0.708 -0.743
C -1.271 0.245 1.128
C -0.189 1.752 -0.358
N 1.076 -1.259 0.034
N -0.633 0.408 0.026
S -1.948 0.140 2.510
S 0.540 -2.689 1.180
H -0.854 -1.505 -0.795
H 0.213 -0.221 -1.660
H -0.611 1.740 -1.369
H 0.944 1.867 -0.242
H -0.618 2.411 0.331
H 1.520 -0.481 0.586
H 1.872 -1.702 -0.627
```



2.
# C3H7N2S2

The ion C3H7N2S2 with charge +1 (wB97M-V/def2-TZVPD, the Open Molecules 2025 dataset).

LUMO (spin up / spin down)	-4.78 / -5.05	eV
total charge	+1
HOMO energy (spin up / spin down)	-12.805 / -11.467	eV
gap between HOMO and LUMO (spin up / spin down)	8.02 / 6.42	eV

```
14
C3H7N2S2 | the Open Molecules 2025 dataset | wB97M-V/def2-TZVPD
C 1.554 -0.581 -0.152
C -0.922 -1.530 0.462
C -0.461 0.647 -0.552
N 0.947 0.562 -0.264
N -1.258 -0.118 0.478
S 2.826 -1.457 -0.042
S 1.724 2.091 0.264
H -1.309 -2.092 -0.369
H -0.823 -2.012 1.412
H -0.749 1.703 -0.557
H -0.677 0.189 -1.524
H -2.256 0.063 0.282
H -1.045 0.259 1.409
H 2.448 2.276 -0.845
```



Stability verdict: 1, ahead by 14.0 kcal/mol



1.
# C7H11FO

The molecule C7H11FO (wB97M-V/def2-TZVPD, the Open Molecules 2025 dataset).

LUMO	0.75	eV
total charge	0
HOMO energy	-7.639	eV
gap between HOMO and LUMO	8.39	eV

```
20
C7H11FO | the Open Molecules 2025 dataset | wB97M-V/def2-TZVPD
C 0.252 -1.423 0.863
C -1.828 -0.449 0.230
C -0.060 1.001 0.563
C 0.854 -0.185 0.200
C -3.277 -0.661 0.055
C 1.029 -0.279 -1.318
C 2.211 0.049 0.883
O -1.440 0.772 0.261
F 0.358 -2.485 0.035
H -0.010 1.188 1.641
H 0.225 1.908 0.025
H -3.452 -1.465 -0.657
H -3.809 0.247 -0.236
H -3.652 -1.007 1.021
H 0.066 -0.448 -1.797
H 1.679 -1.115 -1.567
H 1.470 0.632 -1.718
H 2.624 1.009 0.582
H 2.904 -0.736 0.598
H 2.095 0.034 1.965
```



2.
# C7H11FO

A cluster of 2 separate species, C7H11FO in total (wB97M-V/def2-TZVPD, the Open Molecules 2025 dataset).

LUMO	0.94	eV
SMILES	FC1=COC1.C=C(C)C
total charge	0
HOMO energy	-8.710	eV
gap between HOMO and LUMO	9.65	eV

```
20
C7H11FO | the Open Molecules 2025 dataset | wB97M-V/def2-TZVPD
F 2.463 2.023 0.181
C 2.771 0.731 0.063
C 2.029 -0.359 -0.152
O 3.149 -1.235 -0.102
C 4.041 -0.022 0.222
H 1.097 -0.643 -0.396
H 4.882 -0.022 -0.556
H 4.458 0.010 1.208
C -1.164 0.266 -1.283
C -1.456 0.077 -0.014
C -2.690 -0.769 0.310
C -0.569 0.613 1.074
H -0.318 0.781 -1.611
H -1.745 -0.060 -2.103
H -2.959 -0.581 1.303
H -2.755 -1.845 0.021
H -3.599 -0.433 -0.237
H -1.234 1.053 1.846
H -0.001 1.566 0.802
H -0.017 -0.098 1.601
```



Stability verdict: 2, ahead by 23.3 kcal/mol



1.
# C14H28Cl14F4MgN2O8S4

A structure of composition C14H28Cl14F4MgN2O8S4 (wB97M-V/def2-TZVPD, the Open Molecules 2025 dataset).

LUMO	-6.70	eV
total charge	0
HOMO energy	-9.820	eV
gap between HOMO and LUMO	3.12	eV

```
75
C14H28Cl14F4MgN2O8S4 | the Open Molecules 2025 dataset | wB97M-V/def2-TZVPD
Mg -0.752 -3.980 -0.682
N 1.337 -7.209 -4.567
S 2.553 -6.547 -5.273
O 3.401 -5.579 -4.602
O 2.449 -6.534 -6.723
F 3.453 -7.891 -4.946
S 0.569 -5.648 -4.696
O 0.396 -4.990 -5.978
O 0.635 -4.861 -3.426
F -0.861 -6.216 -4.491
N -0.270 -1.919 1.046
S 0.406 -0.417 0.749
O 1.682 -0.052 1.424
O -0.546 0.584 0.376
F 0.861 -0.987 -0.699
S -0.482 -1.568 2.552
O -1.401 -0.485 2.823
O 0.671 -1.800 3.429
F -1.401 -2.846 2.829
Cl -3.734 5.292 2.048
C -2.115 5.354 2.735
C -1.813 6.813 2.956
Cl -1.762 7.583 1.382
H -1.438 4.776 2.106
H -2.288 4.868 3.695
H -0.842 7.039 3.398
H -2.588 7.293 3.553
Cl 4.815 1.221 -6.357
C 4.925 0.652 -4.656
C 4.689 -0.865 -4.690
Cl 2.945 -1.073 -4.916
H 4.216 1.182 -4.020
H 5.918 0.878 -4.267
H 5.053 -1.492 -3.876
H 5.238 -1.289 -5.532
Cl -3.823 0.278 9.559
C -4.467 1.497 8.451
C -4.142 1.204 7.041
Cl -4.843 -0.312 6.508
H -4.039 2.450 8.764
H -5.544 1.508 8.616
H -3.107 1.158 6.702
H -4.597 1.962 6.404
Cl 6.202 -1.440 -0.241
C 6.310 -3.131 0.349
C 5.063 -3.532 0.982
Cl 3.781 -3.917 -0.160
H 7.172 -3.191 1.013
H 6.442 -3.655 -0.597
H 4.604 -2.723 1.549
H 5.215 -4.391 1.636
Cl 6.727 4.738 -0.205
C 5.144 5.178 0.540
C 4.040 4.226 0.278
Cl 2.714 4.733 1.363
H 5.010 6.179 0.131
H 5.317 5.324 1.606
H 4.252 3.227 0.659
H 3.688 4.117 -0.747
Cl -4.780 1.138 -3.190
C -3.354 1.015 -4.172
C -3.168 -0.484 -4.520
Cl -2.968 -1.475 -3.069
H -2.527 1.317 -3.529
H -3.454 1.524 -5.130
H -2.278 -0.598 -5.140
H -4.026 -0.870 -5.070
Cl -5.544 -1.888 1.744
C -6.076 -0.186 1.540
C -7.507 -0.103 0.977
Cl -8.530 -1.276 1.916
H -5.269 0.431 1.146
H -6.189 0.188 2.557
H -7.493 -0.424 -0.064
H -7.880 0.914 1.099
```



2.
# C14H28Cl14F4MgN2O8S4

A structure of composition C14H28Cl14F4MgN2O8S4 (wB97M-V/def2-TZVPD, the Open Molecules 2025 dataset).

LUMO	-3.08	eV
total charge	0
HOMO energy	-10.479	eV
gap between HOMO and LUMO	7.40	eV

```
75
C14H28Cl14F4MgN2O8S4 | the Open Molecules 2025 dataset | wB97M-V/def2-TZVPD
Mg -2.833 -0.848 -1.285
N -3.687 -2.428 -1.634
S -4.576 -3.564 -1.047
O -3.967 -4.754 -0.418
O -5.910 -3.613 -1.600
F -4.837 -2.808 0.402
S -3.522 -3.384 -3.088
O -4.553 -3.120 -4.101
O -2.899 -4.692 -3.007
F -2.218 -2.434 -3.534
N -1.097 -0.561 -0.991
S 0.189 -1.442 -1.118
O 0.786 -1.908 0.142
O 0.931 -1.350 -2.393
F -0.730 -2.717 -1.350
S -0.322 0.576 0.063
O 0.754 1.392 -0.549
O -0.442 0.422 1.493
F -1.462 1.665 -0.025
Cl -0.470 3.481 2.960
C -0.326 4.954 1.963
C -1.518 5.029 0.968
Cl -1.111 6.393 -0.162
H 0.636 4.945 1.451
H -0.236 5.813 2.627
H -2.468 5.186 1.477
H -1.768 4.201 0.305
Cl -1.127 -0.060 7.556
C -1.004 -0.575 5.860
C -1.279 0.552 4.869
Cl -2.985 1.005 4.965
H -1.740 -1.367 5.720
H -0.037 -1.065 5.743
H -1.043 0.283 3.839
H -0.623 1.419 4.954
Cl 1.848 4.171 -1.539
C 3.531 3.710 -1.683
C 3.839 2.619 -0.678
Cl 3.957 3.132 1.021
H 4.052 4.666 -1.626
H 3.730 3.371 -2.699
H 4.774 2.078 -0.822
H 3.055 1.867 -0.762
Cl 3.852 -1.862 0.605
C 4.311 -0.426 1.613
C 3.159 0.150 2.522
Cl 2.544 -1.272 3.511
H 4.632 0.407 0.988
H 5.181 -0.673 2.222
H 2.273 0.392 1.935
H 3.452 0.988 3.153
Cl -2.436 3.788 -5.491
C -2.723 5.053 -4.274
C -2.018 4.815 -2.991
Cl -2.375 3.274 -2.207
H -3.794 5.173 -4.114
H -2.581 6.043 -4.708
H -2.139 5.631 -2.278
H -0.948 4.760 -3.192
Cl 0.252 -5.413 -3.299
C 1.858 -4.507 -3.293
C 2.013 -3.786 -4.659
Cl 3.640 -2.898 -4.770
H 2.616 -5.249 -3.039
H 1.856 -3.729 -2.530
H 1.310 -3.005 -4.948
H 1.907 -4.427 -5.534
Cl -1.333 -3.528 1.792
C 0.232 -4.394 2.079
C 0.737 -4.011 3.419
Cl -0.195 -4.927 4.713
H 1.000 -3.948 1.447
H 0.091 -5.463 1.923
H 0.531 -2.961 3.627
H 1.800 -4.231 3.513
```



Stability verdict: 2, ahead by 98.1 kcal/mol